Record 1
{"formula": "C2H7O", "method": "ωB97M-V/def2-TZVPD", "charge": 1, "fmax_ev_per_a": 2.2, "homo_energy_ev": -15.542, "gap_ev": 10.745, "total_energy_ha": -155.28517, "symbols": ["O", "H", "H", "H", "C", "C", "H", "H", "H", "H"], "xyz": [[0.103289, -0.728085, -1.597176], [0.109881, -1.569615, -1.101286], [0.058492, 0.163656, -1.144780], [-0.612720, -0.845915, -2.260407], [0.689649, 0.573458, 0.940187], [-0.617570, 0.380429, 0.968812], [1.455877, -0.194156, 1.013428], [1.142932, 1.553814, 1.036213], [-1.093558, -0.584224, 1.101236], [-1.236271, 1.250638, 1.043775]], "forces_ev_per_a": [[-0.622, -0.741, -2.014], [0.353, 0.558, 0.843], [0.006, -0.493, 1.211], [0.266, 0.428, -0.130], [1.260, 0.097, 0.474], [-0.121, 0.147, 0.385], [-0.318, -0.370, -0.141], [-0.346, 0.216, -0.325], [0.060, -0.087, -0.216], [-0.537, 0.246, -0.086]]}

***

Record 2
{"formula": "C8F24N4O16PbS8", "method": "ωB97M-V/def2-TZVPD", "charge": -2, "fmax_ev_per_a": 5.5, "homo_energy_ev": -5.134, "gap_ev": 9.384, "total_energy_ha": -7502.78117, "symbols": ["Pb", "C", "F", "F", "F", "S", "O", "O", "N", "S", "O", "O", "C", "F", "F", "F", "C", "F", "F", "F", "S", "O", "O", "N", "S", "O", "O", "C", "F", "F", "F", "C", "F", "F", "F", "S", "O", "O", "N", "S", "O", "O", "C", "F", "F", "F", "C", "F", "F", "F", "S", "O", "O", "N", "S", "O", "O", "C", "F", "F", "F"], "xyz": [[4.318815, 21.264786, 26.480747], [1.478327, 24.494742, 28.604885], [0.245306, 24.439435, 29.182346], [1.397192, 24.578590, 27.328876], [2.000272, 25.647051, 28.941751], [2.776393, 23.031312, 29.078960], [2.999165, 23.106068, 30.568930], [2.142651, 21.729838, 28.686570], [4.117125, 23.241608, 28.022826], [5.031443, 24.229684, 28.861340], [4.399332, 25.310836, 29.566746], [5.936285, 23.423779, 29.727319], [6.056060, 25.104048, 27.397999], [7.104332, 25.655514, 27.843776], [6.305309, 24.181141, 26.506044], [5.195720, 25.987582, 26.868207], [7.331298, 22.225322, 22.928703], [6.420844, 22.697021, 22.129655], [8.466045, 22.027670, 22.293405], [7.440582, 23.056076, 23.962554], [6.493782, 20.572302, 23.593835], [5.116225, 20.558929, 23.101827], [7.304782, 19.432772, 23.121835], [6.511766, 20.943602, 25.324640], [7.921214, 20.410271, 25.705537], [7.754482, 19.114763, 26.293837], [9.012611, 20.585585, 24.766780], [8.433110, 21.653350, 27.096096], [8.908901, 22.698532, 26.433304], [7.383105, 21.989440, 27.800461], [9.353648, 20.951138, 27.857179], [4.828294, 16.964626, 25.760312], [6.023642, 17.021459, 26.308550], [4.900746, 17.479127, 24.518254], [4.468037, 15.676508, 25.714437], [3.620798, 18.026739, 26.754283], [2.987490, 18.913837, 25.807971], [2.782770, 17.159897, 27.603217], [4.595637, 19.183999, 27.659091], [4.570383, 18.661237, 29.074988], [3.292746, 18.884850, 29.658529], [5.023983, 17.327635, 29.196758], [5.821312, 19.679263, 30.023797], [5.440702, 20.923670, 29.815990], [5.811281, 19.235335, 31.267166], [6.955026, 19.324200, 29.474012], [1.714167, 24.494321, 24.157321], [2.561963, 25.461695, 24.527003], [0.706374, 24.269315, 25.056076], [1.218838, 24.996617, 22.964664], [2.854701, 22.930167, 23.762436], [2.659488, 22.609884, 22.356327], [4.213182, 23.298853, 24.176389], [2.371673, 21.668631, 24.874827], [0.990480, 21.151449, 24.279474], [0.162798, 22.152982, 23.620054], [1.151098, 19.847778, 23.638886], [-0.192775, 20.908317, 25.851122], [-1.295760, 20.403728, 25.443082], [0.283535, 20.013991, 26.715954], [-0.351571, 22.142476, 26.431764]], "forces_ev_per_a": [[-0.478, -0.070, -0.540], [0.715, 0.214, 1.460], [1.209, -0.871, -0.492], [-0.790, -1.194, -2.082], [0.315, 0.883, 1.398], [-2.050, -3.482, 2.651], [-0.286, 0.531, -4.273], [1.426, 3.062, -0.364], [-3.125, 0.836, 2.022], [4.861, 0.102, 2.590], [-0.074, 0.274, -0.809], [-0.990, 1.825, -2.237], [-4.407, -2.056, 1.280], [2.112, 1.233, 0.602], [0.685, -0.468, -0.955], [0.553, 0.267, -0.060], [-1.278, -1.555, 1.564], [-0.382, 0.779, -1.285], [0.084, 0.197, 0.160], [0.760, 0.145, -0.421], [-0.685, -0.962, -1.321], [1.613, 0.601, 1.388], [-1.306, 1.990, 1.230], [-0.677, -0.139, -4.393], [3.034, -0.958, 2.778], [0.562, -0.090, 0.469], [-0.670, 0.432, 0.312], [-0.207, -3.230, -2.142], [0.684, 0.283, 1.204], [0.009, 0.356, 0.937], [-0.918, 1.962, -0.692], [0.897, 0.141, -0.342], [-0.065, 0.021, 0.086], [-0.290, -0.539, 0.788], [-0.419, 0.666, -0.127], [-1.696, 0.628, 2.225], [0.345, -0.377, -0.221], [1.976, 1.421, -2.438], [-0.575, -1.400, -4.851], [-1.008, -0.935, 5.162], [-0.776, 1.004, 1.124], [1.552, -1.868, -0.017], [-2.611, -2.583, -2.355], [1.113, 0.557, 1.015], [0.001, 1.081, 0.635], [1.735, 1.118, -0.093], [-0.392, 0.250, -1.342], [-0.528, -0.498, 1.037], [1.989, 0.903, -1.794], [-0.087, -1.289, 1.576], [1.001, -1.187, 0.090], [0.018, 0.598, 1.972], [-1.772, -0.167, 0.146], [0.245, 3.127, -2.301], [-2.893, -2.688, 0.123], [0.914, -0.393, -0.016], [-0.448, 1.669, 0.956], [3.487, 0.661, -0.209], [-2.365, 0.101, -0.988], [0.532, 0.652, 0.508], [-0.182, -1.571, -0.327]]}

***

Record 3
{"formula": "C7H19IN3", "method": "ωB97M-V/def2-TZVPD", "charge": 1, "fmax_ev_per_a": 4.0, "homo_energy_ev": -12.376, "gap_ev": 8.840, "total_energy_ha": -739.72019, "symbols": ["C", "C", "C", "C", "C", "C", "C", "N", "N", "N", "I", "H", "H", "H", "H", "H", "H", "H", "H", "H", "H", "H", "H", "H", "H", "H", "H", "H", "H", "H"], "xyz": [[0.978758, 0.673316, -1.417816], [-1.032292, 0.146808, -2.645484], [-0.226144, 2.848191, 0.428698], [-1.231464, 1.320450, 1.975383], [1.967382, -1.792736, 0.993029], [0.127484, -2.981648, 0.383684], [-1.197393, 0.711398, -0.304677], [-0.497687, 0.466369, -1.349914], [-0.692830, 1.487123, 0.694185], [0.620827, -1.661933, 0.628923], [-3.128087, -0.177812, -0.073636], [1.432426, 0.032533, -2.157861], [1.161386, 1.708738, -1.469331], [1.607598, 0.359605, -0.478185], [-1.076872, 0.939604, -3.281116], [-0.350127, -0.636013, -2.943224], [-1.908042, -0.374084, -2.464186], [0.086950, 3.220755, -0.559400], [-0.845109, 3.670643, 0.746260], [0.723844, 2.883310, 0.888197], [-1.369979, 0.258115, 1.979111], [-0.616181, 1.710754, 2.729172], [-2.003729, 1.994232, 2.219070], [2.368849, -0.840645, 1.239950], [2.205052, -2.527562, 1.794113], [2.489223, -2.137116, 0.114609], [0.965734, -3.551767, -0.074686], [-0.163101, -3.465782, 1.315738], [-0.625583, -2.990509, -0.335502], [0.229093, -1.294342, 1.424888]], "forces_ev_per_a": [[1.063, -1.017, 3.037], [1.538, -3.254, 1.855], [1.467, 0.566, -1.119], [0.150, -0.607, 0.541], [2.229, -0.649, 0.003], [1.237, -1.145, 0.307], [-0.199, 0.705, 1.461], [1.915, 0.781, -0.513], [-0.655, 0.570, -2.948], [-0.008, -0.159, -1.527], [0.402, 0.239, -0.187], [-0.349, 0.327, -0.685], [0.504, 1.135, -0.953], [-2.058, 0.412, -1.229], [-0.192, 2.223, -1.734], [0.090, -0.006, -1.075], [-2.172, -0.490, -0.270], [-0.767, -1.237, -0.408], [-0.758, -0.265, 0.765], [0.970, 0.529, 1.215], [-0.729, -0.252, 1.537], [2.103, -0.353, 0.993], [-2.294, 0.187, -0.473], [0.586, 0.871, 0.513], [-0.304, 0.386, -0.147], [0.620, -0.140, -0.283], [-0.629, 0.078, 0.376], [-0.164, -0.381, -0.124], [-1.715, -0.067, -0.969], [-1.882, 1.012, 2.042]]}

***

Record 4
{"formula": "C4H9NO2", "method": "ωB97M-V/def2-TZVPD", "fmax_ev_per_a": 0.4, "homo_energy_ev": -9.938, "gap_ev": 10.615, "total_energy_ha": -363.05919, "smiles": "C[C@@H](O)CNC=O", "symbols": ["C", "C", "O", "C", "N", "C", "O", "H", "H", "H", "H", "H", "H", "H", "H", "H"], "xyz": [[0.775492, 2.077409, -0.217730], [-0.162943, 0.898856, 0.003827], [-0.978401, 0.795886, -1.139874], [0.634414, -0.382949, 0.266526], [-0.156090, -1.490925, 0.795398], [-0.981900, -2.236544, 0.032835], [-1.240549, -2.010402, -1.140635], [1.370201, 2.300330, 0.675824], [0.187100, 2.962025, -0.477403], [1.451304, 1.867493, -1.055068], [-0.778103, 1.093049, 0.901117], [-1.188300, -0.141078, -1.299660], [1.102334, -0.704154, -0.672485], [1.428129, -0.182252, 0.993119], [-0.046472, -1.749927, 1.763553], [-1.416215, -3.096818, 0.570656]], "forces_ev_per_a": [[0.041, 0.035, -0.003], [0.230, 0.097, 0.244], [-0.098, -0.149, -0.057], [0.078, 0.074, -0.076], [-0.083, -0.077, -0.016], [-0.048, 0.003, -0.143], [0.116, -0.046, 0.391], [-0.105, -0.047, -0.123], [0.087, -0.127, 0.050], [-0.089, 0.021, 0.128], [0.031, -0.028, -0.154], [-0.007, 0.092, -0.030], [-0.046, 0.049, 0.113], [-0.122, 0.001, -0.119], [-0.023, 0.002, -0.158], [0.039, 0.098, -0.048]]}